Molecular formula: C3H4N2
Method: DFT, ωB97M-V/def2-TZVPD

The geometry in XYZ format:
```
9
C3H4N2 (ωB97M-V/def2-TZVPD)
N 1.77 -0.54 0.11
N -1.55 -0.06 0.20
C 0.55 -0.25 0.12
C -0.86 -1.13 -0.04
C -0.45 0.90 0.02
H -0.94 -2.19 -0.24
H 2.42 0.27 0.21
H -0.59 1.21 -1.01
H -0.35 1.80 0.64
```

Properties
Charge: 0
Gap between HOMO and LUMO in eV: 10.5
ΔE to the lowest compared entry with this formula, charge and spin in kcal/mol: 65.94
2S+1: 1